Version one
{"formula": "C3H5N3S2", "method": "wB97M-V/def2-TZVPD", "species": ["N", "N", "C", "C", "C", "S", "S", "N", "H", "H", "H", "H", "H"], "positions_angstrom": [[2.066, -0.950, -0.283], [1.629, 0.360, -0.206], [0.404, 0.563, -0.018], [-0.620, -0.506, 0.213], [-2.019, 0.039, 0.050], [-3.336, -0.903, -0.182], [-1.912, 1.795, -0.124], [-0.178, 1.846, 0.071], [1.545, -1.541, 0.439], [3.098, -0.953, -0.106], [-0.523, -0.918, 1.214], [-0.448, -1.371, -0.537], [0.293, 2.540, -0.532]], "nbo_charge": [-0.65, -0.29, 0.35, -0.59, -0.29, 0.03, 0.53, -0.75, 0.34, 0.38, 0.26, 0.28, 0.41], "smiles": "N/N=C1\\CC(=S)SN1", "homo_ev": -8.29, "orbital_gap_ev": 7.857, "lumo_energy_ev": -0.43, "mol_weight_g_mol": 147.23}

=====

Version two
{"formula": "C3H5N3S2", "method": "wB97M-V/def2-TZVPD", "species": ["N", "N", "C", "S", "C", "N", "C", "S", "H", "H", "H", "H", "H"], "positions_angstrom": [[-0.440, 0.030, 0.935], [-0.269, -0.749, -0.230], [-1.341, -1.595, -0.433], [-2.897, -1.291, 0.060], [1.027, -0.945, -0.688], [1.982, -0.190, -0.262], [2.524, 0.999, 0.248], [1.433, 2.465, 0.053], [-1.495, -0.321, 1.078], [-0.683, 0.867, 0.713], [-1.223, -2.786, -0.966], [1.099, -1.795, -1.436], [3.564, 0.864, 0.931]], "nbo_charge": [-0.60, -0.30, -0.11, -0.03, 0.35, -0.49, -0.01, -0.21, 0.34, 0.35, 0.25, 0.21, 0.25], "smiles": "NN(C=S)/C=N\\C=S", "homo_ev": -8.54, "orbital_gap_ev": 7.168, "lumo_energy_ev": -1.37, "mol_weight_g_mol": 147.23}

=====

Version three
{"formula": "C3H5N3S2", "method": "wB97M-V/def2-TZVPD", "species": ["H", "N", "C", "N", "C", "S", "N", "C", "S", "H", "H", "H", "H"], "positions_angstrom": [[0.749, 1.003, 1.317], [1.042, 1.711, 0.669], [0.411, 1.651, -0.428], [-0.634, 0.785, -0.825], [-1.169, -0.292, -0.212], [-2.742, -0.747, -0.383], [-0.316, -1.037, 0.641], [0.943, -1.530, 0.372], [1.933, -1.226, -0.858], [0.625, 2.372, -1.219], [-1.225, 1.157, -1.548], [-0.853, -1.618, 1.307], [1.237, -2.230, 1.167]], "nbo_charge": [0.34, -0.62, 0.28, -0.62, 0.26, -0.12, -0.64, -0.12, -0.01, 0.18, 0.43, 0.43, 0.20], "smiles": "[H]/N=C\\NC(=S)NC=S", "homo_ev": -9.04, "orbital_gap_ev": 8.322, "lumo_energy_ev": -0.72, "mol_weight_g_mol": 147.23}

=====

In terms of stability, version three leads; the second structure lies 1.247 eV higher.

=====

Version one
{"formula": "C53H66Br2Cl2N5O2RbS", "method": "wB97M-V/def2-TZVPD", "species": ["Rb", "C", "C", "C", "C", "C", "C", "C", "N", "C", "C", "C", "C", "C", "C", "C", "C", "C", "C", "N", "C", "C", "C", "N", "C", "C", "C", "C", "C", "C", "C", "C", "C", "C", "C", "C", "C", "C", "N", "C", "C", "H", "H", "H", "H", "H", "H", "H", "H", "H", "H", "H", "H", "H", "H", "H", "H", "H", "H", "H", "H", "H", "H", "H", "H", "H", "H", "H", "H", "H", "H", "H", "H", "H", "H", "H", "H", "H", "H", "H", "H", "H", "H", "H", "H", "C", "C", "C", "C", "C", "C", "Br", "C", "C", "Br", "C", "O", "C", "N", "H", "H", "H", "H", "H", "H", "Cl", "C", "Cl", "H", "H", "C", "C", "C", "S", "O", "C", "C", "C", "H", "H", "H", "H", "H", "H", "H", "H", "H", "H", "H", "H", "H", "H"], "positions_angstrom": [[0.037, 0.290, -0.369], [-6.399, 2.421, 0.922], [-5.671, 1.897, -0.318], [-4.554, 0.958, 0.015], [-4.546, -0.400, -0.041], [-5.654, -1.324, -0.436], [-6.375, -1.927, 0.773], [-3.215, -0.815, 0.420], [-2.474, 0.264, 0.733], [-3.229, 1.354, 0.508], [-2.796, 2.675, 0.688], [-1.539, 3.118, 1.124], [-1.152, 4.525, 1.290], [-2.044, 5.705, 1.060], [-3.021, 5.943, 2.214], [0.136, 4.510, 1.724], [0.517, 3.096, 1.817], [1.760, 2.624, 2.250], [2.182, 1.293, 2.398], [1.469, 0.214, 2.032], [2.169, -0.876, 2.399], [1.733, -2.197, 2.229], [0.508, -2.640, 1.711], [-0.483, -1.830, 1.296], [-1.516, -2.611, 0.933], [-2.770, -2.140, 0.508], [-1.162, -4.024, 1.085], [0.104, -4.042, 1.583], [0.935, -5.225, 1.968], [0.886, -5.527, 3.468], [-2.063, -5.185, 0.797], [-3.063, -5.445, 1.928], [3.430, -0.479, 3.031], [3.441, 0.881, 3.023], [4.470, 1.798, 3.608], [4.079, 2.299, 5.001], [4.486, -1.408, 3.546], [5.382, -1.960, 2.435], [-0.514, 2.312, 1.446], [1.007, 5.673, 2.086], [1.057, 5.925, 3.595], [-7.192, 3.125, 0.655], [-5.701, 2.925, 1.591], [-6.846, 1.596, 1.481], [-5.274, 2.746, -0.886], [-6.388, 1.401, -0.979], [-5.257, -2.130, -1.061], [-6.378, -0.789, -1.059], [-5.670, -2.467, 1.407], [-7.165, -2.618, 0.468], [-6.822, -1.140, 1.383], [-3.517, 3.450, 0.439], [-2.609, 5.562, 0.134], [-1.438, 6.603, 0.908], [-3.638, 5.059, 2.381], [-3.680, 6.792, 2.015], [-2.478, 6.139, 3.141], [2.484, 3.384, 2.535], [2.415, -2.972, 2.572], [-3.491, -2.902, 0.219], [1.977, -5.054, 1.675], [0.608, -6.108, 1.408], [1.209, -4.656, 4.041], [1.526, -6.373, 3.733], [-0.135, -5.758, 3.778], [-1.464, -6.085, 0.626], [-2.614, -5.009, -0.132], [-2.537, -5.676, 2.857], [-3.732, -6.277, 1.693], [-3.668, -4.556, 2.111], [4.624, 2.655, 2.946], [5.435, 1.285, 3.664], [3.119, 2.815, 4.964], [4.826, 2.986, 5.408], [3.970, 1.459, 5.690], [4.017, -2.242, 4.078], [5.105, -0.891, 4.286], [4.786, -2.499, 1.697], [6.140, -2.643, 2.828], [5.887, -1.147, 1.910], [0.648, 6.574, 1.580], [2.022, 5.502, 1.715], [0.059, 6.146, 3.979], [1.715, 6.762, 3.844], [1.416, 5.038, 4.119], [-2.800, 2.370, -2.970], [-1.581, 2.787, -3.742], [-1.697, 3.695, -4.816], [-0.584, 4.052, -5.519], [0.673, 3.521, -5.161], [1.891, 3.847, -5.811], [1.912, 5.050, -7.294], [3.073, 3.310, -5.381], [3.104, 2.433, -4.303], [4.789, 1.734, -3.755], [1.960, 2.005, -3.583], [1.976, 1.203, -2.632], [0.698, 2.618, -4.068], [-0.423, 2.273, -3.395], [-3.549, 3.165, -2.954], [-2.538, 2.118, -1.944], [-3.264, 1.488, -3.420], [-2.669, 4.102, -5.071], [-0.648, 4.750, -6.344], [3.999, 3.570, -5.877], [-1.787, -0.799, -2.775], [-1.694, -2.555, -2.661], [-3.226, -3.329, -3.174], [-1.518, -2.825, -1.629], [-0.897, -2.909, -3.299], [3.983, -5.791, -0.855], [3.063, -4.743, -1.467], [3.260, -3.386, -0.815], [2.105, -2.129, -1.408], [0.817, -2.838, -1.692], [2.886, -1.781, -3.017], [1.824, -1.540, -4.082], [2.468, -1.130, -5.401], [3.831, -6.772, -1.310], [3.799, -5.891, 0.217], [5.034, -5.521, -0.984], [2.016, -5.026, -1.341], [3.233, -4.676, -2.545], [4.265, -2.979, -0.963], [3.078, -3.448, 0.260], [3.544, -2.605, -3.309], [3.470, -0.872, -2.861], [1.150, -0.753, -3.741], [1.235, -2.451, -4.204], [3.028, -0.201, -5.285], [1.712, -0.969, -6.172], [3.158, -1.899, -5.762]], "mulliken_charge": [1.70, -1.26, -0.54, 0.18, 0.06, -0.64, -1.13, 0.19, -0.48, 0.01, -0.25, 0.22, 0.67, -0.83, -1.10, 0.76, -0.25, -0.42, -0.04, -0.60, 0.11, -0.26, -0.48, -0.55, 0.20, -0.19, 1.23, 1.04, -0.86, -1.36, -1.25, -1.10, 0.19, 0.25, -1.12, -1.11, -0.82, -0.79, -0.73, -1.42, -0.95, 0.43, 0.18, 0.25, 0.06, 0.57, 0.02, 0.52, 0.17, 0.39, 0.25, 0.22, 0.31, 0.39, 0.19, 0.39, 0.23, 0.32, 0.13, 0.28, -0.28, 0.53, 0.24, 0.42, 0.25, 0.45, 0.25, 0.23, 0.40, 0.14, 0.39, 0.49, 0.21, 0.36, 0.30, 0.32, 0.46, -0.09, 0.40, 0.27, 0.39, 0.38, 0.23, 0.38, 0.14, -1.10, 0.83, -0.91, -1.16, 1.12, -0.01, -0.33, -0.41, -0.21, -0.24, 0.03, -0.29, -0.28, 0.50, 0.46, -0.13, 0.26, 0.48, 0.29, 0.37, 0.02, 0.72, -0.26, -0.81, 0.17, -1.44, -0.20, -0.04, 1.02, -0.68, -1.08, 0.63, -1.46, 0.38, 0.28, 0.35, 0.17, 0.45, 0.80, -0.89, 0.70, 0.12, -0.27, 0.28, 0.18, 0.37, 0.39], "charge": -2, "homo_ev": -1.23, "orbital_gap_ev": 4.910, "lumo_energy_ev": 3.68, "mol_weight_g_mol": 1153.39}

=====

Version two
{"formula": "C53H66Br2Cl2N5O2RbS", "method": "wB97M-V/def2-TZVPD", "species": ["Rb", "C", "C", "C", "C", "C", "C", "C", "N", "C", "C", "C", "C", "C", "C", "C", "C", "C", "C", "N", "C", "C", "C", "N", "C", "C", "C", "C", "C", "C", "C", "C", "C", "C", "C", "C", "C", "C", "N", "C", "C", "H", "H", "H", "H", "H", "H", "H", "H", "H", "H", "H", "H", "H", "H", "H", "H", "H", "H", "H", "H", "H", "H", "H", "H", "H", "H", "H", "H", "H", "H", "H", "H", "H", "H", "H", "H", "H", "H", "H", "H", "H", "H", "H", "H", "C", "C", "C", "C", "C", "C", "Br", "C", "C", "Br", "C", "O", "C", "N", "H", "H", "H", "H", "H", "H", "Cl", "C", "Cl", "H", "H", "C", "C", "C", "S", "O", "C", "C", "C", "H", "H", "H", "H", "H", "H", "H", "H", "H", "H", "H", "H", "H", "H"], "positions_angstrom": [[0.358, -0.420, -0.382], [-1.856, 6.163, 1.110], [-0.512, 5.714, 0.520], [-0.175, 4.312, 0.921], [0.622, 3.902, 1.946], [1.397, 4.740, 2.915], [0.628, 4.963, 4.223], [0.542, 2.439, 1.962], [-0.234, 2.008, 0.950], [-0.719, 3.093, 0.318], [-1.632, 3.069, -0.743], [-2.248, 1.941, -1.298], [-3.159, 1.942, -2.447], [-3.612, 3.155, -3.200], [-4.790, 3.855, -2.513], [-3.486, 0.638, -2.671], [-2.793, -0.137, -1.637], [-2.931, -1.516, -1.442], [-2.441, -2.299, -0.392], [-1.658, -1.861, 0.607], [-1.453, -2.882, 1.453], [-0.680, -2.814, 2.617], [0.046, -1.717, 3.091], [0.165, -0.542, 2.448], [0.869, 0.289, 3.232], [1.096, 1.644, 2.973], [1.278, -0.406, 4.457], [0.750, -1.657, 4.377], [0.829, -2.752, 5.397], [1.844, -3.842, 5.031], [2.059, 0.201, 5.581], [1.168, 1.008, 6.533], [-2.158, -4.076, 0.974], [-2.766, -3.715, -0.187], [-3.540, -4.585, -1.127], [-2.655, -5.038, -2.296], [-2.196, -5.404, 1.666], [-3.295, -5.455, 2.735], [-2.061, 0.684, -0.866], [-4.378, 0.080, -3.735], [-5.811, -0.143, -3.239], [-2.131, 7.163, 0.765], [-1.805, 6.176, 2.200], [-2.640, 5.462, 0.822], [0.275, 6.396, 0.857], [-0.563, 5.793, -0.570], [1.628, 5.710, 2.463], [2.350, 4.253, 3.136], [-0.328, 5.447, 4.023], [1.199, 5.588, 4.916], [0.423, 4.007, 4.702], [-1.903, 4.032, -1.170], [-3.907, 2.873, -4.216], [-2.781, 3.862, -3.288], [-5.651, 3.188, -2.462], [-5.086, 4.761, -3.049], [-4.516, 4.127, -1.493], [-3.545, -2.032, -2.174], [-0.660, -3.708, 3.234], [1.703, 2.169, 3.703], [-0.157, -3.212, 5.514], [1.104, -2.329, 6.368], [1.583, -4.308, 4.081], [1.874, -4.621, 5.799], [2.843, -3.415, 4.933], [2.832, 0.857, 5.170], [2.574, -0.580, 6.148], [0.643, 1.791, 5.987], [1.755, 1.474, 7.330], [0.417, 0.363, 6.991], [-4.407, -4.043, -1.517], [-3.922, -5.462, -0.595], [-2.253, -4.171, -2.819], [-3.213, -5.651, -3.010], [-1.809, -5.615, -1.923], [-1.229, -5.601, 2.136], [-2.366, -6.204, 0.940], [-3.138, -4.664, 3.470], [-3.309, -6.418, 3.254], [-4.272, -5.290, 2.277], [-3.966, -0.869, -4.088], [-4.397, 0.758, -4.595], [-5.809, -0.793, -2.364], [-6.430, -0.598, -4.017], [-6.268, 0.804, -2.948], [3.268, -2.413, 1.880], [3.288, -3.207, 0.608], [4.018, -4.409, 0.522], [3.953, -5.159, -0.619], [3.173, -4.719, -1.708], [3.036, -5.406, -2.929], [3.929, -7.084, -3.207], [2.285, -4.893, -3.960], [1.637, -3.683, -3.794], [0.608, -2.988, -5.243], [1.669, -2.891, -2.612], [1.078, -1.803, -2.490], [2.493, -3.476, -1.543], [2.568, -2.771, -0.402], [4.142, -2.624, 2.496], [2.371, -2.672, 2.444], [3.202, -1.345, 1.681], [4.625, -4.722, 1.363], [4.503, -6.089, -0.689], [2.201, -5.423, -4.898], [2.916, 0.996, 0.508], [4.320, 0.299, -0.301], [5.805, 0.556, 0.638], [4.430, 0.765, -1.271], [4.160, -0.770, -0.400], [2.750, 4.873, -0.763], [2.311, 4.911, -2.225], [2.692, 3.640, -2.973], [1.819, 2.148, -2.287], [2.700, 1.013, -2.655], [0.400, 2.119, -3.463], [0.546, 1.014, -4.497], [1.529, 1.360, -5.612], [2.535, 5.823, -0.269], [3.822, 4.680, -0.686], [2.221, 4.090, -0.222], [2.770, 5.771, -2.725], [1.226, 5.048, -2.276], [3.749, 3.405, -2.837], [2.480, 3.705, -4.040], [0.305, 3.110, -3.915], [-0.464, 1.939, -2.827], [-0.441, 0.803, -4.917], [0.882, 0.105, -3.993], [1.270, 2.312, -6.087], [1.523, 0.582, -6.377], [2.540, 1.430, -5.211]], "mulliken_charge": [1.27, -1.35, -1.21, 0.76, 1.07, -1.48, -0.89, 0.19, -0.12, 0.38, -0.01, -1.06, 0.78, -1.04, -1.18, 0.52, 0.38, -0.53, 0.44, -0.80, 0.14, -0.73, 0.07, -0.05, -0.02, -0.89, 0.54, 0.58, -1.17, -1.10, -1.07, -1.12, 0.56, 0.44, -1.05, -1.11, -1.36, -1.21, -0.48, -1.03, -1.21, 0.44, 0.25, 0.20, 0.45, 0.13, 0.45, 0.39, 0.20, 0.39, 0.00, 0.14, 0.50, 0.19, 0.22, 0.42, 0.19, 0.23, 0.23, 0.15, 0.36, 0.43, 0.18, 0.48, 0.22, 0.40, 0.51, 0.15, 0.37, 0.31, 0.36, 0.47, 0.23, 0.38, 0.28, 0.38, 0.45, 0.27, 0.38, 0.29, 0.40, 0.50, 0.26, 0.39, 0.23, 0.36, 0.52, -1.24, -1.03, 0.86, 0.11, -0.34, -0.53, 0.16, -0.27, 0.04, 0.16, -0.93, 0.85, 0.67, -0.63, -0.61, 0.52, 0.31, 0.41, 0.22, 0.02, -0.26, 0.28, -0.18, -0.82, -0.09, -1.48, 1.34, -0.80, 0.57, 0.44, -1.49, 0.26, 0.53, -0.20, 0.45, 0.09, 0.52, 0.41, 0.76, -1.70, 0.57, -0.42, 0.32, 0.43, 0.20], "charge": -2, "homo_ev": -1.24, "orbital_gap_ev": 4.855, "lumo_energy_ev": 3.61, "mol_weight_g_mol": 1153.39}

=====

In terms of stability, version one leads; the second structure lies 0.543 eV higher.